(1)
ORCA calculation (ωB97M-V/def2-TZVPD) on a cluster of 15 separate species, C44H129N11O15 in total in a non-equilibrium geometry.

CARTESIAN COORDINATES (ANGSTROEM)
1 O -5.49834 0.85858 1.30269
2 H -5.01110 1.26745 2.02003
3 H -5.84295 1.60053 0.79035
4 O 1.39142 2.08252 4.24131
5 H 1.33465 1.45183 3.51727
6 H 1.95618 1.65176 4.89423
7 O -0.27827 -3.09393 1.94344
8 H -0.97328 -2.62451 2.42133
9 H -0.70007 -3.40161 1.13916
10 O -0.94111 2.86253 2.60280
11 H -0.15362 2.64209 3.10471
12 H -0.88873 2.30736 1.81965
13 C -4.84525 3.16631 -1.99123
14 C -6.25891 3.50888 -1.41119
15 C -7.33698 2.76390 -2.16843
16 O -7.18989 2.96721 -3.59992
17 C -7.74900 1.95786 -4.42202
18 N -6.37147 3.11453 -0.02471
19 H -3.98730 3.55119 -1.43944
20 H -4.72612 3.57905 -2.99326
21 H -4.71241 2.08770 -2.08422
22 H -6.62974 4.53017 -1.52135
23 H -8.36396 2.89596 -1.82560
24 H -7.05671 1.73106 -1.94517
25 H -8.71744 1.61594 -4.05529
26 H -7.06537 1.10757 -4.37277
27 H -7.72254 2.32625 -5.44669
28 H -5.87169 3.71171 0.62123
29 H -7.30291 3.18522 0.36459
30 C -1.32150 3.36853 -4.73917
31 C -2.37526 3.72852 -5.76634
32 C -3.29582 2.57260 -6.26002
33 O -4.20689 2.96747 -7.27016
34 C -5.13808 1.94620 -7.57560
35 N -3.14742 4.78406 -5.11795
36 H -0.81182 2.48377 -5.12368
37 H -1.87791 3.09025 -3.84379
38 H -0.61670 4.17771 -4.55405
39 H -2.00567 4.25276 -6.65028
40 H -3.80678 2.19681 -5.37167
41 H -2.58292 1.88971 -6.72645
42 H -5.70756 1.71335 -6.67495
43 H -4.63356 1.04673 -7.93364
44 H -5.76063 2.29202 -8.39998
45 H -3.74797 5.18426 -5.82768
46 H -2.57517 5.57611 -4.85758
47 C 4.41803 5.02293 3.81336
48 C 4.35171 3.93066 2.68640
49 C 5.22072 2.68121 3.05781
50 O 5.33791 1.92328 1.86947
51 C 6.07464 0.70874 1.99908
52 N 2.97585 3.59117 2.42826
53 H 5.38471 5.27169 4.25279
54 H 3.79379 4.76337 4.66900
55 H 4.04407 5.97679 3.44048
56 H 4.59239 4.42758 1.74520
57 H 4.65283 2.10616 3.79055
58 H 6.23102 2.99738 3.32245
59 H 6.35647 0.43242 3.01538
60 H 6.99580 0.96761 1.47381
61 H 5.62873 -0.14438 1.48817
62 H 3.03449 2.76431 1.84665
63 H 2.65800 3.19268 3.30773
64 C 3.45861 -3.54855 2.48513
65 C 4.75681 -4.41644 2.42111
66 C 5.47282 -4.69796 3.75959
67 O 5.59211 -3.51845 4.54297
68 C 5.93248 -3.66998 5.89078
69 N 4.26944 -5.67725 1.87439
70 H 3.14906 -3.23892 1.48599
71 H 3.64385 -2.64860 3.07167
72 H 2.58313 -4.09444 2.83669
73 H 5.54050 -3.98595 1.79696
74 H 6.47596 -5.11227 3.64481
75 H 4.89546 -5.46908 4.27433
76 H 6.95763 -3.99874 6.07626
77 H 5.23457 -4.40885 6.28812
78 H 5.92391 -2.73417 6.44972
79 H 4.32506 -5.61780 0.86536
80 H 3.26150 -5.66390 1.95104
81 C 2.71886 -0.00840 0.49190
82 C 1.36905 0.64574 0.78775
83 C 0.27076 0.70373 -0.33127
84 O -0.97423 1.31130 0.24024
85 C -2.10502 1.28646 -0.62823
86 N 0.88596 -0.01211 1.98544
87 H 2.65355 -1.05977 0.20709
88 H 3.36783 -0.00614 1.36614
89 H 3.13535 0.56439 -0.33759
90 H 1.65951 1.68339 0.95695
91 H 0.15494 -0.27060 -0.80884
92 H 0.58187 1.38425 -1.12536
93 H -3.04446 1.54764 -0.14066
94 H -2.16874 0.24941 -0.96236
95 H -2.12350 1.92927 -1.51014
96 H 0.71791 -1.00720 1.90786
97 H -0.04845 0.33018 2.17075
98 C -4.97990 -1.06285 -1.82734
99 C -5.53537 -2.23917 -2.68660
100 C -6.73264 -2.87532 -1.98408
101 O -6.33968 -3.38943 -0.71477
102 C -7.30759 -4.26035 -0.15348
103 N -5.77820 -1.88308 -4.06675
104 H -4.69021 -1.36008 -0.82005
105 H -5.80984 -0.37253 -1.66999
106 H -4.16781 -0.57552 -2.36703
107 H -4.82344 -3.06831 -2.66051
108 H -7.15203 -3.69872 -2.56538
109 H -7.50685 -2.13985 -1.75572
110 H -6.97440 -4.76632 0.75197
111 H -7.59995 -5.03314 -0.86686
112 H -8.21702 -3.71719 0.11043
113 H -4.98405 -1.47150 -4.53735
114 H -5.93041 -2.75014 -4.56493
115 C -0.00154 -1.51578 6.79629
116 C -0.45277 -1.89358 5.43777
117 C -1.27228 -0.82636 4.66974
118 O -1.52809 -1.18366 3.31692
119 C -2.59001 -0.63254 2.49318
120 N 0.68681 -2.31007 4.61132
121 H 0.75965 -2.23979 7.08707
122 H -0.87220 -1.51139 7.45248
123 H 0.49659 -0.54915 6.88692
124 H -0.96412 -2.84388 5.59944
125 H -0.81964 0.16637 4.63827
126 H -2.27047 -0.70652 5.09734
127 H -2.64840 -1.27475 1.61489
128 H -2.34162 0.33263 2.04912
129 H -3.49589 -0.48168 3.08028
130 H 0.38940 -2.77253 3.76603
131 H 1.24635 -1.50388 4.36758
132 C 2.34046 5.24184 -4.04758
133 C 3.40621 5.97217 -3.16512
134 C 3.83091 5.21425 -1.91681
135 O 4.41534 3.98740 -2.31945
136 C 4.52838 3.08038 -1.24598
137 N 4.52159 6.40676 -3.96566
138 H 2.07342 5.75287 -4.97203
139 H 1.41134 5.21862 -3.47704
140 H 2.78145 4.27312 -4.28214
141 H 2.94165 6.87388 -2.76091
142 H 2.86314 4.93219 -1.49444
143 H 4.43674 5.75959 -1.19222
144 H 4.89401 2.13298 -1.64098
145 H 3.53405 3.03541 -0.79778
146 H 5.23340 3.38810 -0.47196
147 H 5.16418 5.63374 -3.83908
148 H 4.96050 7.14074 -3.42429
149 C -3.25841 -5.85494 -3.75977
150 C -1.85943 -5.87758 -3.18372
151 C -1.51679 -4.53448 -2.49586
152 O -1.54276 -3.49256 -3.44165
153 C -1.33552 -2.19695 -3.02519
154 N -1.70345 -6.95172 -2.22618
155 H -3.97382 -5.79281 -2.93537
156 H -3.60956 -6.77496 -4.22743
157 H -3.49792 -4.94775 -4.31510
158 H -1.20644 -6.14991 -4.01452
159 H -0.54287 -4.59983 -2.00824
160 H -2.28087 -4.39412 -1.72739
161 H -1.31025 -1.48067 -3.84590
162 H -0.44747 -2.04713 -2.40738
163 H -2.16162 -1.89111 -2.37810
164 H -2.31928 -6.68474 -1.46794
165 H -2.11667 -7.78619 -2.62034
166 C 4.09041 2.90484 6.99613
167 C 3.14874 1.79998 7.55524
168 C 3.45802 0.47053 6.82123
169 O 3.22339 0.59409 5.41437
170 C 3.70024 -0.50342 4.67008
171 N 3.42094 1.65889 9.01570
172 H 5.11687 2.70627 7.30320
173 H 3.69364 3.88846 7.24760
174 H 4.06780 2.87856 5.90671
175 H 2.11700 2.12989 7.42507
176 H 2.82290 -0.31457 7.23736
177 H 4.45600 0.10709 7.07251
178 H 3.25187 -1.46033 4.94159
179 H 4.78488 -0.54409 4.77809
180 H 3.43313 -0.39094 3.61896
181 H 2.68846 1.07396 9.39718
182 H 3.24616 2.56009 9.44038
183 C 2.19605 -5.03772 -4.74643
184 C 2.52644 -3.77504 -3.91441
185 C 1.77273 -2.47966 -4.38432
186 O 2.08244 -1.32852 -3.61488
187 C 3.41775 -0.87153 -3.64554
188 N 2.28253 -4.01599 -2.52086
189 H 2.75200 -5.87547 -4.32678
190 H 2.42064 -4.96027 -5.81094
191 H 1.12583 -5.24630 -4.79352
192 H 3.59724 -3.62295 -4.05993
193 H 0.72062 -2.65100 -4.60989
194 H 2.21095 -2.33342 -5.37544
195 H 3.28308 0.02721 -3.04316
196 H 3.74198 -0.59140 -4.64822
197 H 4.03751 -1.59312 -3.11266
198 H 1.33223 -4.36448 -2.54995
199 H 2.18284 -3.07600 -2.15671

## Properties
- HOMO (eV) = -8.976
- lowest unoccupied orbital energy (eV) = 0.4198
- relative energy (zero: lowest compared OMol25 entry of this formula, charge and spin) (kcal per mole) = 19.6
- M (u) = 1052.6

(2)
ORCA calculation (ωB97M-V/def2-TZVPD) on the molecule C18H22ClF2N3O4.

CARTESIAN COORDINATES (ANGSTROEM)
1 C -3.08205 0.35582 -1.39217
2 N -1.99767 -0.61663 -1.38858
3 C -0.65693 -0.06510 -1.21933
4 C -0.08775 0.45807 -2.53771
5 C 1.39022 0.89718 -2.52625
6 C 2.26733 0.35667 -1.39898
7 N 1.95830 0.93111 -0.09739
8 C 2.35867 2.18292 0.22912
9 O 3.01317 2.89860 -0.50115
10 C 1.89430 2.64139 1.57080
11 C 0.88309 2.22996 2.37021
12 C 0.91985 3.10249 3.51146
13 N 0.15144 3.14883 4.60682
14 C 0.46585 4.08867 5.46056
15 Cl -0.50288 4.18884 6.90316
16 C 1.51124 5.01618 5.31505
17 C 2.30175 4.96919 4.18533
18 C 1.97463 3.97879 3.27729
19 O 2.57195 3.70363 2.09251
20 C -2.35761 -1.92221 -1.36840
21 O -3.53464 -2.25224 -1.32553
22 C -1.28324 -3.03737 -1.33818
23 C -0.94182 -3.30192 0.13291
24 O -0.12535 -2.62000 -2.05868
25 C -1.89962 -4.26969 -2.01191
26 C -1.12867 -5.54335 -1.80727
27 F -1.66252 -6.53519 -2.56751
28 F 0.18490 -5.39616 -2.22742
29 H -3.91521 -0.01977 -1.97831
30 H -3.44045 0.55267 -0.37817
31 H -2.71915 1.28556 -1.82639
32 H -0.73575 0.73898 -0.48080
33 H -0.00638 -0.82799 -0.80932
34 H -0.20908 -0.35805 -3.25088
35 H -0.70654 1.28159 -2.89876
36 H 1.85028 0.60706 -3.47239
37 H 1.46276 1.98545 -2.48022
38 H 2.17986 -0.72727 -1.31177
39 H 3.30856 0.58762 -1.62684
40 H 1.52875 0.36265 0.61025
41 H 0.17805 1.43761 2.18188
42 H 1.67877 5.75101 6.08768
43 H 3.11763 5.65929 4.02220
44 H -1.81627 -3.67775 0.66561
45 H -0.13126 -4.02717 0.21410
46 H -0.61693 -2.38307 0.62098
47 H 0.37658 -3.41221 -2.28467
48 H -2.90738 -4.42044 -1.63014
49 H -1.97614 -4.08604 -3.08560
50 H -1.08665 -5.89821 -0.77719

## Properties
- HOMO (eV) = -9.244
- lowest unoccupied orbital energy (eV) = -0.1353
- SMILES = CN(CCCCNC(=O)c1cc2nc(Cl)ccc2o1)C(=O)[C@](C)(O)CC(F)F
- relative energy (zero: lowest compared OMol25 entry of this formula, charge and spin) (kcal per mole) = 8.9
- M (u) = 417.8

(3)
ORCA calculation (ωB97M-V/def2-TZVPD) on a cluster of 2 separate species, C5H11NO2 in total in a non-equilibrium geometry.

CARTESIAN COORDINATES (ANGSTROEM)
1 C -0.96545 -0.96973 -1.40034
2 C -0.60047 -1.06867 0.05828
3 O -0.04154 -2.01116 0.57813
4 N -1.40694 -0.17377 0.91972
5 O -2.69893 0.26624 0.54658
6 H -1.17282 0.05516 -1.69804
7 H -0.14918 -1.37727 -1.98997
8 H -1.86098 -1.56372 -1.58789
9 H -1.31507 -0.38005 1.91200
10 H -3.26908 -0.51748 0.49248
11 C 0.99298 1.67267 -0.74448
12 C 0.96608 0.85168 0.29943
13 C 2.18517 0.24337 0.91341
14 H 0.09510 2.13263 -1.13541
15 H 1.88581 1.81548 -1.34473
16 H -0.15427 0.79946 0.94654
17 H 2.04808 -0.82928 1.06371
18 H 3.06146 0.37918 0.27651
19 H 2.40005 0.67526 1.89408

## Properties
- HOMO (eV) = -8.876
- lowest unoccupied orbital energy (eV) = 0.5747
- SMILES = CC(=O)NO.C=CC
- relative energy (zero: lowest compared OMol25 entry of this formula, charge and spin) (kcal per mole) = 112.0
- M (u) = 117.1